35
Properties=species:S:1:pos:R:3:nbo_charge:R:1 method="wB97M-V/def2-TZVPD" lumo_ev=-4.874 total_charge=+1 e_homo_ev=-12.169
C 0.5682 -3.2626 0.1327 -0.6235
C 0.9235 -2.0078 0.9324 -0.2421
N 1.6601 -1.0381 0.0892 -0.3891
N 1.0939 0.2745 0.0445 -0.2590
C 0.2253 0.4880 -0.9531 0.8130
N 0.3153 1.5196 -1.8537 -0.9193
N -0.8001 -0.4107 -1.0457 -0.6375
C -1.9401 -0.1845 -0.1745 0.2235
C -1.8208 0.3138 1.1189 -0.3076
C -2.9669 0.4650 1.8937 -0.1669
C -4.2222 0.1253 1.4081 -0.2072
C -4.3296 -0.3562 0.1075 -0.1646
C -3.1938 -0.5119 -0.6769 -0.2739
C 2.0435 1.3190 0.2873 0.0527
Cl 1.6427 2.2834 1.6676 0.0535
C 3.1284 1.5750 -0.4269 0.0272
C 4.1027 2.6692 -0.2170 -0.6633
Cl 3.5029 0.5499 -1.7775 0.0283
H -0.3937 -3.1213 -0.3553 0.2135
H 0.4899 -4.1323 0.7754 0.2402
H 1.2997 -3.4804 -0.6451 0.2079
H 0.0082 -1.5677 1.3095 0.2112
H 1.5448 -2.3089 1.7710 0.2143
H 1.7391 -1.4141 -0.8485 0.3721
H 0.6059 1.2930 -2.7900 0.4392
H 0.1915 2.4813 -1.5909 0.4473
H -1.0799 -0.5458 -2.0090 0.4096
H -0.8533 0.5677 1.5211 0.2262
H -2.8492 0.8340 2.9015 0.2305
H -5.0980 0.2236 2.0262 0.2348
H -5.2867 -0.6408 -0.3002 0.2337
H -3.2890 -0.8946 -1.6839 0.2188
H 5.1013 2.2944 -0.0171 0.2588
H 4.1646 3.2263 -1.1530 0.2471
H 3.7713 3.3745 0.5318 0.2507